(1)
Below is a single C23H23NO5S molecule at a distorted geometry, with properties calculated with ωB97M-V with the def2-TZVPD basis set.

Output
- HOMO-LUMO gap: 0.3012 Ha
- SMILES: CCOc1ccc(N(Cc2ccc(C(=O)O)cc2)S(=O)(=O)c2ccc(C)cc2)cc1
- LUMO: 0.133 eV
- HOMO: -8.06 eV

```
53
C23H23NO5S (ωB97M-V with the def2-TZVPD basis set)
C 7.52 1.90 1.16
C 6.13 1.29 1.27
O 5.67 1.05 -0.05
C 4.45 0.47 -0.22
C 4.08 0.22 -1.55
C 2.87 -0.37 -1.84
C 1.98 -0.71 -0.82
N 0.74 -1.31 -1.10
C -0.05 -0.95 -2.27
C -1.19 -0.06 -1.85
C -0.92 1.17 -1.25
C -1.94 1.96 -0.77
C -3.27 1.54 -0.90
C -4.33 2.39 -0.34
O -4.15 3.42 0.25
O -5.57 1.89 -0.52
C -3.55 0.33 -1.53
C -2.51 -0.46 -2.00
S 0.12 -2.60 -0.24
O -0.31 -3.59 -1.18
O 1.07 -2.99 0.76
C -1.35 -1.93 0.54
C -2.54 -2.62 0.39
C -3.70 -2.12 0.94
C -3.69 -0.92 1.65
C -4.96 -0.35 2.20
C -2.48 -0.25 1.81
C -1.31 -0.76 1.26
C 2.35 -0.46 0.49
C 3.58 0.11 0.79
H 8.19 1.22 0.65
H 7.91 2.10 2.16
H 7.48 2.83 0.60
H 5.45 1.98 1.78
H 6.17 0.35 1.83
H 4.77 0.49 -2.33
H 2.63 -0.57 -2.87
H -0.43 -1.88 -2.70
H 0.57 -0.44 -3.00
H 0.11 1.49 -1.14
H -1.75 2.91 -0.29
H -6.22 2.50 -0.14
H -4.57 0.01 -1.64
H -2.73 -1.40 -2.48
H -2.54 -3.54 -0.18
H -4.64 -2.65 0.81
H -5.66 -0.15 1.39
H -4.77 0.57 2.74
H -5.43 -1.07 2.87
H -2.45 0.68 2.36
H -0.38 -0.23 1.38
H 1.70 -0.76 1.30
H 3.83 0.27 1.83
```



(2)
Below is a molecular structure, C5H7NO2 at a distorted geometry, with properties calculated with ωB97M-V with the def2-TZVPD basis set.

Output
- HOMO-LUMO gap (alpha / beta): 0.2643 / 0.2643 Ha
- LUMO (alpha / beta): -0.259 / -0.259 eV
- HOMO (alpha / beta): -7.45 / -7.45 eV

```
15
C5H7NO2 (ωB97M-V with the def2-TZVPD basis set)
C 0.44 0.44 -1.18
C 1.22 1.06 1.19
C 0.66 0.12 0.18
C -1.20 0.03 -0.60
C -0.46 -2.00 0.12
N -2.10 0.87 -0.68
O 0.66 -1.17 0.56
O -0.28 -2.79 -0.79
H -3.06 0.53 -0.75
H -1.17 -2.08 0.94
H 0.50 -0.35 -1.92
H 0.60 1.46 -1.49
H 1.86 0.54 1.91
H 0.45 1.54 1.79
H 1.88 1.80 0.73
```



(3)
Below is a molecular structure, C38H36ClINO3PbSi2, with properties calculated with ωB97M-V with the def2-TZVPD basis set.

Output
- Total charge: -1
- HOMO-LUMO gap: 0.2388 Ha
- LUMO: 2.429 eV
- HOMO: -4.07 eV

```
83
C38H36ClINO3PbSi2 (ωB97M-V with the def2-TZVPD basis set)
Pb -0.80 -1.63 1.14
Cl -8.05 -1.77 -0.98
C -6.34 -1.43 -0.76
C -5.83 -0.24 -1.20
C -4.48 0.08 -1.03
I -3.76 1.89 -1.73
C -3.58 -0.79 -0.41
O -2.34 -0.53 -0.22
C -4.14 -2.07 0.01
N -3.27 -2.95 0.57
C -3.70 -4.11 0.99
C -5.04 -4.51 0.89
C -5.94 -3.65 0.32
C -5.51 -2.39 -0.15
H -6.48 0.48 -1.67
H -2.96 -4.77 1.43
H -5.35 -5.48 1.25
H -6.98 -3.92 0.22
C 3.58 0.48 -0.21
C 4.23 -0.72 0.44
C 5.74 -0.74 0.47
O 3.58 -1.62 0.93
H 3.97 0.65 -1.21
H 3.80 1.37 0.38
H 2.50 0.33 -0.24
H 6.10 0.15 1.00
H 6.14 -0.70 -0.55
H 6.09 -1.64 0.97
O 0.28 0.25 0.68
Si 0.22 1.81 0.98
C 0.86 2.72 -0.54
C 1.72 3.82 -0.50
C 2.15 4.45 -1.67
C 1.72 3.98 -2.90
C 0.87 2.88 -2.96
C 0.45 2.26 -1.80
C 1.34 2.24 2.44
C 2.28 1.30 2.87
C 3.16 1.59 3.91
C 3.11 2.83 4.54
C 2.18 3.77 4.13
C 1.30 3.47 3.10
C -1.48 2.56 1.36
C -1.77 3.88 1.00
C -3.02 4.44 1.27
C -4.00 3.69 1.89
C -3.73 2.37 2.25
C -2.48 1.83 1.99
H 2.07 4.19 0.46
H 2.82 5.30 -1.61
H 2.05 4.47 -3.81
H 0.53 2.51 -3.92
H -0.22 1.40 -1.85
H 2.32 0.33 2.39
H 3.88 0.84 4.23
H 3.80 3.05 5.35
H 2.12 4.73 4.63
H 0.56 4.21 2.80
H -1.03 4.48 0.48
H -3.22 5.47 0.98
H -4.98 4.11 2.08
H -4.49 1.77 2.72
H -2.29 0.79 2.28
C -1.05 -2.37 -2.61
Si -0.04 -2.95 -1.12
C -0.45 -4.80 -0.89
C 1.76 -2.89 -1.68
C 2.67 -3.91 -1.36
C 3.99 -3.87 -1.78
C 4.45 -2.80 -2.54
C 3.57 -1.78 -2.88
C 2.25 -1.83 -2.44
H -0.81 -2.96 -3.50
H -0.87 -1.31 -2.83
H -2.12 -2.47 -2.40
H -0.17 -5.37 -1.78
H -1.52 -4.92 -0.73
H 0.07 -5.24 -0.04
H 2.34 -4.75 -0.75
H 4.67 -4.67 -1.51
H 5.48 -2.77 -2.88
H 3.91 -0.94 -3.47
H 1.59 -1.00 -2.70
```



(4)
Below is a gas-phase ion, C5H8N (charge +1) at a distorted geometry, with properties calculated with ωB97M-V with the def2-TZVPD basis set.

Output
- Total charge: +1
- HOMO-LUMO gap: 0.2842 Ha
- LUMO: -6.223 eV
- HOMO: -13.96 eV

```
14
C5H8N (ωB97M-V with the def2-TZVPD basis set)
C 2.89 0.31 -0.75
C -1.20 0.67 0.46
C 0.84 -0.99 0.31
C -0.47 -0.66 0.57
C 1.84 -0.18 -0.22
N -2.33 0.10 -0.28
H 3.12 0.51 -1.80
H 3.25 0.98 0.07
H -1.55 1.01 1.42
H -0.75 1.36 -0.17
H 1.31 -2.07 0.33
H -1.09 -1.43 0.98
H -3.22 -0.03 0.25
H -2.65 0.43 -1.15
```



Calculated energy above the lowest of the compared OMol25 structures with the same formula, charge and spin, 0.10; 116.45; 0.00; 99.17 kcal/mol (same order as the records).
Calculated energy, -1719.4011; -399.7800; -3280.0747; -249.6671 hartree (same order as the records).